[1]
Formula: C41H29N10O4ScSe2
Source: the OMol25 dataset
Level of theory: the ωB97M-V functional and the def2-TZVPD basis

The geometry in XYZ format:
```
87
Properties=species:S:1:pos:R:3
Sc -0.43141 0.33713 0.39437
C -5.53340 4.24908 2.11479
C -5.19473 3.93532 3.43740
C -4.02379 3.26280 3.73418
C -3.20358 2.88712 2.67608
C -1.96743 2.13003 2.62195
N -1.27647 1.78084 3.71772
C -0.29124 0.92971 3.58285
C 0.77191 0.60621 4.54309
C 1.03610 1.09876 5.80722
C 2.16200 0.63441 6.47125
C 3.01411 -0.28857 5.87095
C 2.76644 -0.76990 4.59294
C 1.63355 -0.32842 3.92822
C 1.05767 -0.55274 2.59448
N 2.15718 -1.92446 0.92027
C 3.51180 -1.72960 -1.16389
N 2.74685 -0.45416 -0.97105
C 2.29701 -0.06371 -2.27541
N 1.53763 0.87631 -2.65923
C 0.55275 1.71452 -2.31240
N -0.30837 1.66787 -1.25492
C -1.34900 2.55389 -1.52460
N -2.37449 2.89258 -0.75204
C -2.49747 2.64414 0.52169
N -1.59916 1.95096 1.32366
C -3.54489 3.19875 1.35178
C -4.71035 3.89737 1.05998
C -1.12154 3.18640 -2.78742
C -1.84081 4.13420 -3.51776
C -1.30603 4.57133 -4.70990
C -0.06466 4.09764 -5.17344
C 0.64922 3.15982 -4.46127
C 0.10281 2.69399 -3.26422
C 2.87432 -0.97248 -3.27175
C 2.72984 -0.95778 -4.65187
C 3.29386 -1.99677 -5.37214
C 3.96962 -3.02916 -4.72398
C 4.10662 -3.04656 -3.34286
C 3.53873 -2.00944 -2.62695
N -0.10339 0.19149 2.48575
H -6.45730 4.77803 1.91741
H -5.86681 4.22125 4.23630
H -3.75059 3.03698 4.75693
H 0.37069 1.82966 6.24756
H 2.38757 0.99929 7.46450
H 3.88564 -0.63778 6.40865
H 3.46136 -1.45983 4.13554
H -4.95525 4.14568 0.03519
H -2.78826 4.50662 -3.15038
H -1.84491 5.29813 -5.30458
H 0.33347 4.48404 -6.10305
H 1.61228 2.80021 -4.80196
H 2.18409 -0.15267 -5.12625
H 3.20969 -2.01226 -6.45095
H 4.39132 -3.83876 -5.30550
H 4.63863 -3.84919 -2.84797
O 6.38440 -1.34008 -1.88863
C 6.08571 -2.09662 -0.81417
O 6.95038 -2.73695 -0.27557
C 4.68911 -2.04788 -0.31798
C 4.50327 -2.37290 0.97386
N 3.32806 -2.22998 1.62615
N 1.28308 -1.07322 1.44037
C 2.18688 -1.75594 -0.49679
C 0.81170 -2.11350 -1.12434
O 0.69316 -3.12055 -1.78237
O -0.08583 -1.21657 -0.86554
H 5.61780 -0.84824 -2.20743
H 5.33592 -2.73402 1.56343
H 3.14423 -2.79292 2.44101
C -4.47069 0.02266 0.55407
Se -2.85345 -1.05637 0.34211
C -3.24458 -1.75735 -1.45415
C -3.89750 -3.12784 -1.36761
Se -2.72321 -4.47600 -0.54973
C -2.00283 -5.18549 -2.21612
H -4.46074 0.84564 -0.15441
H -4.46654 0.41217 1.56987
H -5.33947 -0.61364 0.40843
H -2.28758 -1.79150 -1.97044
H -3.90200 -1.02997 -1.93251
H -4.14998 -3.49169 -2.36342
H -4.80405 -3.09135 -0.76586
H -2.80691 -5.63746 -2.79127
H -1.26597 -5.93589 -1.94351
H -1.50321 -4.39103 -2.76135
```

Computed properties:
E_tot, eV: -217474.0539
HOMO-LUMO gap, Eh: 0.168
Lowest unoccupied orbital energy, eV: -1.48

These are the Löwdin partial charges, in e, on atoms 1 to 5: atom 1 (Sc): 0.988, atom 2 (C): -0.077, atom 3 (C): -0.084, atom 4 (C): -0.014, atom 5 (C): -0.117

[2]
Formula: C41H30ClHfN9O6
Source: the OMol25 dataset
Level of theory: the ωB97M-V functional and the def2-TZVPD basis

The geometry in XYZ format:
```
88
Properties=species:S:1:pos:R:3
Hf 0.08203 0.30328 0.32810
C -2.33871 -1.47784 -1.22524
N -0.90068 -1.26561 -1.40620
C -0.17895 -2.52357 -1.55322
C 0.13343 -2.99667 -0.17707
N 0.18457 -2.16813 0.83782
C 0.40048 -2.96967 1.96595
C 0.45479 -2.66103 3.32357
C 0.63017 -3.69984 4.21541
C 0.74470 -5.02753 3.78818
C 0.67673 -5.35684 2.44996
C 0.49959 -4.30842 1.55787
N 0.31438 -4.28380 0.18613
C -2.94869 -0.14246 -0.98480
N -2.24999 0.85898 -0.52834
C -3.12720 1.93883 -0.46622
C -2.92690 3.26705 -0.09520
C -4.02477 4.10379 -0.11197
C -5.28984 3.65868 -0.51520
C -5.49786 2.35635 -0.92398
C -4.39613 1.51402 -0.88473
N -4.23968 0.17870 -1.21933
H -2.51362 -2.12918 -0.36350
H -2.79563 -1.94953 -2.10259
H -0.81346 -0.64443 -2.23378
H 0.74984 -2.34684 -2.09259
H -0.74757 -3.28003 -2.10536
H 0.34668 -1.64713 3.66834
H 0.67014 -3.48536 5.27502
H 0.87182 -5.81161 4.52249
H 0.74610 -6.38222 2.11026
H 0.35102 -5.07323 -0.43487
H -1.95090 3.63378 0.18873
H -3.91001 5.13234 0.20247
H -6.11818 4.35412 -0.51219
H -6.46483 2.00674 -1.26073
H -4.96335 -0.42843 -1.56083
O -5.33785 1.43393 4.86845
C -4.87558 0.29700 4.73043
O -5.13474 -0.80777 5.23232
C -3.70007 0.21260 3.68352
C -3.38434 -1.01503 3.11046
C -2.33847 -1.09645 2.22019
N -1.58116 -0.04328 1.88004
C -1.88135 1.14701 2.44846
C -2.92846 1.31300 3.33336
C -0.97787 2.32658 2.10841
O -1.08322 3.35576 2.72875
O -0.12209 2.10865 1.14379
H -3.96077 -1.88252 3.40227
H -2.06752 -2.04412 1.77349
H -3.14268 2.29067 3.74224
N 10.19465 -1.89674 2.57501
C 9.08990 -1.65789 2.36696
C 7.71635 -1.36494 2.09239
C 6.70548 -2.12315 2.68069
C 5.38325 -1.84240 2.39096
C 5.05098 -0.81802 1.50600
C 6.06885 -0.05754 0.93173
C 7.39318 -0.32017 1.22652
C 3.63019 -0.52715 1.18767
C 2.82030 -0.10783 2.23720
C 3.26496 0.14368 3.56472
C 2.16814 0.55309 4.27871
C 1.09596 0.55582 3.37449
N 1.45541 0.16686 2.14557
C 3.24307 -0.65916 -0.15260
C 4.07955 -1.12155 -1.19467
C 3.35917 -1.00821 -2.36634
C 2.11476 -0.48876 -2.00362
N 2.00470 -0.30625 -0.67645
H 6.96248 -2.92654 3.35715
H 4.59128 -2.42779 2.84053
H 5.80989 0.75631 0.26716
H 8.18340 0.27532 0.79057
H 4.27723 0.05910 3.92083
H 2.10928 0.84021 5.31545
H 0.08839 0.83232 3.62938
H 5.08492 -1.49113 -1.08172
H 3.67912 -1.24650 -3.36760
H 1.33082 -0.22426 -2.69590
Cl 1.83361 2.67585 -4.17250
C 0.33793 3.02435 -3.25679
C -0.07713 1.72552 -2.57733
O -0.68425 0.88291 -3.24947
O 0.30789 1.61547 -1.36119
H -0.41255 3.35725 -3.96454
H 0.57680 3.78374 -2.52019
```

Computed properties:
E_tot, eV: -82537.0273
HOMO-LUMO gap, Eh: 0.219
Lowest unoccupied orbital energy, eV: -1.75

These are the Löwdin partial charges, in e, on atoms 1 to 5: atom 1 (Hf): 1.792, atom 2 (C): -0.102, atom 3 (N): -0.105, atom 4 (C): -0.109, atom 5 (C): -0.295

[3]
Formula: C41H31AsBrCsN2O4
Source: the OMol25 dataset
Level of theory: the ωB97M-V functional and the def2-TZVPD basis

The geometry in XYZ format:
```
81
Properties=species:S:1:pos:R:3
Cs -0.01144 0.83378 -0.88790
O -2.80399 0.94369 -0.51388
C -3.03046 0.96170 0.73959
C -3.72093 2.06372 1.35762
C -3.92808 2.14316 2.71298
C -3.48335 1.13016 3.57346
C -2.84085 0.04170 3.02020
C -2.61891 -0.07374 1.64534
C -1.98630 -1.28778 1.12538
N -1.39803 -2.13680 1.87104
C -0.91754 -3.36452 1.24789
C 0.38310 -3.20763 0.46843
N 1.50861 -2.78661 1.28701
C 1.83385 -1.56571 1.13822
C 2.93854 -0.85070 1.75568
C 3.87282 -1.50932 2.55787
C 4.96962 -0.86130 3.08790
C 5.14425 0.49832 2.77910
C 4.24338 1.17417 1.99475
C 3.06894 0.54760 1.45612
O 2.22500 1.21967 0.77044
H -4.09827 2.83677 0.69636
H -4.44067 3.00896 3.12278
H -3.64493 1.20224 4.64198
H -2.48833 -0.77340 3.64219
H -2.08614 -1.42964 0.03819
H -1.67358 -3.77039 0.56112
H -0.76615 -4.09986 2.04207
H 0.21639 -2.51097 -0.36727
H 0.62556 -4.17525 0.01598
H 1.24970 -0.92150 0.48441
H 3.70772 -2.56545 2.74414
H 5.68552 -1.38785 3.70734
H 6.01105 1.02803 3.16609
H 4.38449 2.22138 1.75352
C -2.25340 5.22664 5.81201
C -1.87855 3.89759 5.94798
C -1.26673 3.23522 4.89176
C -1.00773 3.89431 3.69522
C -1.38396 5.22718 3.56668
C -2.00670 5.88901 4.61666
As -0.07387 2.86464 2.28504
C 1.64493 3.72872 2.65396
C 2.51661 3.42323 3.68400
C 3.69174 4.15002 3.82671
C 3.99900 5.16295 2.92752
C 3.13010 5.46534 1.88862
C 1.94158 4.75553 1.75380
C 0.90014 4.99781 0.73495
C 0.94182 5.97110 -0.25945
C -0.13729 6.12756 -1.11686
C -1.25035 5.30344 -1.00077
C -1.28617 4.30505 -0.03599
C -0.22125 4.16767 0.84400
H -2.74041 5.74244 6.63125
H -2.07479 3.36796 6.87282
H -1.00732 2.18764 4.99416
H -1.19566 5.75667 2.63970
H -2.29888 6.92604 4.49803
H 2.30373 2.60544 4.36180
H 4.38257 3.90272 4.62363
H 4.92628 5.71412 3.03069
H 3.38135 6.25362 1.18856
H 1.81063 6.61023 -0.36168
H -0.10844 6.88762 -1.88835
H -2.09348 5.43097 -1.66813
H -2.13575 3.63586 0.02442
Br -1.80239 6.03584 -6.04776
C -1.20866 4.26650 -5.63627
C -0.64779 3.49098 -6.63608
C -0.22590 2.20826 -6.32029
C -0.34169 1.70219 -5.02904
C -0.90961 2.50960 -4.05042
C -1.35285 3.79258 -4.34661
C 0.15286 0.27122 -4.73553
O 0.43384 -0.40992 -5.73565
O 0.21969 -0.04648 -3.52335
H -0.54824 3.88328 -7.63975
H 0.20390 1.55657 -7.06987
H -1.02394 2.12671 -3.04561
H -1.80068 4.40975 -3.58247
```

Computed properties:
Net charge: -2
E_tot, eV: -185622.7178
HOMO-LUMO gap, Eh: 0.212
Lowest unoccupied orbital energy, eV: 3.63

These are the Löwdin partial charges, in e, on atoms 1 to 5: atom 1 (Cs): 1.257, atom 2 (O): -0.275, atom 3 (C): -0.500, atom 4 (C): -0.064, atom 5 (C): -0.132

[4]
Formula: C41H32AsBN9S3Tl
Source: the OMol25 dataset
Level of theory: the ωB97M-V functional and the def2-TZVPD basis

The geometry in XYZ format:
```
88
Properties=species:S:1:pos:R:3
Tl 0.16267 0.34046 -0.07131
S 1.05016 1.83262 7.72144
N -0.03926 0.85303 7.03088
C 0.43245 0.51312 5.84283
C -0.21450 -0.37098 4.88530
C -1.47076 -0.93701 5.10053
C -1.99445 -1.76637 4.13786
C -1.23099 -2.03847 2.99696
N -0.03742 -1.50601 2.78688
C 0.45522 -0.65882 3.69145
C 1.76038 -0.01202 3.37477
N 2.27636 -0.24629 2.16548
C 3.41160 0.34248 1.83470
C 4.11308 1.18898 2.69842
C 3.58744 1.44003 3.94368
C 2.37993 0.83992 4.29520
C 1.71034 1.08833 5.56314
N 2.16618 1.84449 6.54764
H -2.01139 -0.70354 6.00895
H -2.98010 -2.19767 4.24169
H -1.59820 -2.67508 2.19742
H 3.75318 0.16453 0.82105
H 5.03299 1.65363 2.37121
H 4.07616 2.10191 4.64698
S -1.28649 3.41995 -0.45585
C -1.28687 2.73432 -2.04906
C -1.51736 3.53567 -3.19330
C -1.49928 2.97930 -4.44731
C -1.25096 1.61235 -4.59280
C -1.04478 0.88759 -3.43778
N -1.07104 1.41674 -2.21596
H -1.70055 4.59145 -3.04465
H -1.67158 3.60213 -5.31932
H -1.21956 1.13101 -5.56080
H -0.87247 -0.18411 -3.46829
S -1.81451 -2.32039 -0.83791
C -3.52492 -2.36077 -0.47965
C -4.21751 -3.59295 -0.50749
C -5.57221 -3.68552 -0.26916
C -6.31999 -2.54310 0.01246
C -5.66242 -1.32443 0.05380
C -4.29269 -1.21536 -0.17084
As -3.34404 0.51291 -0.13146
C -4.39819 1.38480 -1.53822
C -4.68131 0.66578 -2.69782
C -5.29620 1.27865 -3.78046
C -5.63981 2.62202 -3.71686
C -5.34708 3.34959 -2.57162
C -4.72018 2.73849 -1.49426
C -4.20889 1.31654 1.45699
C -5.52452 1.75938 1.57491
C -5.99447 2.29251 2.76733
C -5.15256 2.39349 3.86782
C -3.83499 1.97381 3.76101
C -3.36912 1.45316 2.56045
H -3.64178 -4.48027 -0.74168
H -6.05765 -4.65528 -0.31427
H -7.38814 -2.60052 0.18612
H -6.23887 -0.43012 0.25702
H -4.41486 -0.38427 -2.75369
H -5.49640 0.70632 -4.67843
H -6.11569 3.10414 -4.56281
H -5.58185 4.40641 -2.52412
H -4.45218 3.32645 -0.62525
H -6.18636 1.71526 0.71826
H -7.02038 2.63721 2.83568
H -5.51890 2.81255 4.79802
H -3.16288 2.06538 4.60611
H -2.32890 1.15733 2.46689
B 3.68665 -0.05286 -2.84040
N 3.08584 -1.27306 -2.06896
C 3.60685 -2.50396 -2.17618
C 2.82620 -3.38379 -1.45362
C 1.82355 -2.56874 -0.91658
N 1.98874 -1.30522 -1.29103
N 3.18616 1.34891 -2.36121
C 3.53817 2.47454 -2.99877
C 2.99057 3.55336 -2.33438
C 2.29377 2.96512 -1.27334
N 2.41994 1.64130 -1.29344
H 3.41417 -0.15585 -4.02411
H 4.90064 -0.10709 -2.68884
H 4.49631 -2.66473 -2.76236
H 2.95787 -4.44596 -1.33977
H 0.98822 -2.83016 -0.28604
H 4.13802 2.42437 -3.89200
H 3.03994 4.59338 -2.60539
H 1.64065 3.42601 -0.54657
```

Computed properties:
Net charge: -2
E_tot, eV: -155165.4710
HOMO-LUMO gap, Eh: 0.178
Lowest unoccupied orbital energy, eV: 3.21

These are the Löwdin partial charges, in e, on atoms 1 to 5: atom 1 (Tl): 0.608, atom 2 (S): 0.940, atom 3 (N): -0.235, atom 4 (C): -0.297, atom 5 (C): -0.103

[5]
Formula: C41H32Cl4N4O6V
Source: the OMol25 dataset
Level of theory: the ωB97M-V functional and the def2-TZVPD basis

The geometry in XYZ format:
```
88
Properties=species:S:1:pos:R:3
V -0.73908 0.44591 -0.24781
Cl -0.08978 5.87617 5.29131
C -0.24658 4.65698 4.06133
C -1.45860 4.02349 3.87526
Cl -2.82809 4.42775 4.85359
C -1.56168 3.05143 2.86838
Cl -3.06891 2.23657 2.62410
C -0.49391 2.68249 2.02778
O -0.62297 1.78071 1.08618
C 0.81451 3.33989 2.23219
O 1.81936 3.03485 1.53460
C 0.84969 4.31614 3.26750
Cl 2.37763 5.11815 3.50594
C -3.52211 -1.55733 2.39561
C -4.74622 -0.94012 2.07046
C -4.78692 -0.00890 1.06828
C -3.60858 0.32521 0.36326
N -2.42218 -0.27243 0.71011
C -2.40088 -1.17545 1.69249
C -3.54396 1.25104 -0.70740
C -4.66488 1.91376 -1.25714
C -4.53752 2.65663 -2.39813
C -3.27190 2.74629 -3.02038
C -2.20724 2.12821 -2.40658
N -2.29920 1.43633 -1.26973
H -3.44632 -2.28833 3.18785
H -5.64876 -1.19214 2.61603
H -5.71924 0.48067 0.82270
H -1.42175 -1.57627 1.91729
H -5.63264 1.81485 -0.78250
H -5.39811 3.16043 -2.82347
H -3.12646 3.29343 -3.94278
H -1.21416 2.18435 -2.83340
C -3.80956 -2.02511 -4.63669
C -2.90880 -1.88047 -3.41302
O -3.43782 -1.55750 -2.38126
C -1.50503 -2.17875 -3.55066
C -1.07760 -2.96146 -4.63995
C 0.21505 -3.39990 -4.78409
C 1.15371 -3.05602 -3.80793
C 0.80748 -2.26728 -2.74533
C -0.51453 -1.75048 -2.56978
O -0.72252 -0.93448 -1.60567
H -4.80235 -1.67909 -4.35617
H -3.87104 -3.06653 -4.95818
H -3.43405 -1.43357 -5.47419
H -1.80290 -3.25723 -5.38634
H 0.49745 -4.01286 -5.63178
H 2.17610 -3.41075 -3.89484
H 1.53015 -1.98493 -1.99076
C 3.95272 -3.47098 5.65256
C 3.30060 -2.89657 4.42122
C 2.89962 -1.56740 4.38110
C 2.31532 -1.00879 3.24639
C 1.86978 0.42998 3.24355
C 2.16209 -1.81163 2.11274
C 2.55835 -3.15125 2.12689
C 2.37357 -4.01658 0.90902
C 3.10958 -3.68067 3.28930
C 1.59573 -1.19414 0.83929
O 2.29685 -1.16338 -0.17466
O 0.40672 -0.74672 0.98067
H 3.68681 -2.89652 6.54169
H 5.04317 -3.45687 5.56368
H 3.64940 -4.50785 5.81310
H 3.03081 -0.94322 5.26122
H 2.10867 0.91448 4.19046
H 0.79716 0.50022 3.07173
H 2.33607 0.99939 2.43248
H 1.32135 -4.05898 0.61351
H 2.71931 -5.03521 1.09850
H 2.91838 -3.59955 0.06083
H 3.40329 -4.72824 3.30683
N 1.72652 3.76570 -1.66329
C 0.71108 3.04528 -1.14090
N 0.79377 1.77022 -1.41566
C 1.97963 1.62156 -2.11019
C 2.59936 0.48019 -2.60945
C 3.82101 0.63495 -3.23857
C 4.42781 1.88855 -3.36902
C 3.82654 3.03381 -2.87882
C 2.59576 2.87904 -2.25356
H 1.92519 4.71314 -1.41215
H -0.06909 3.49816 -0.55280
H 2.14846 -0.48028 -2.45318
H 4.33629 -0.24034 -3.61926
H 5.39486 1.96189 -3.85547
H 4.30117 4.00421 -2.96598
```

Computed properties:
Net charge: -2
E_tot, eV: -137066.0041
HOMO-LUMO gap (spin up / spin down), Eh: 0.174 / 0.210
Lowest unoccupied orbital energy (spin up / spin down), eV: 4.35 / 4.35
Multiplicity: 4

These are the Löwdin partial charges, in e, on atoms 1 to 5: atom 1 (V): 1.032, atom 2 (Cl): 0.580, atom 3 (C): -0.743, atom 4 (C): -0.756, atom 5 (Cl): 0.582